(1)
8 unconnected molecules or ions with the total composition C36H94F2N12O9PS in a non-equilibrium geometry. Source: the OMol25 dataset; level of theory: the ωB97M-V functional and the def2-TZVPD basis.

Structure (ORCA input):
```
! RIJCOSX wB97M-V def2-TZVPD def2/J DEFGRID3
* xyz 1 1
C 3.03 0.52 0.10
C 1.88 0.10 -0.90
O 2.42 -0.45 -2.13
C 0.92 1.29 -1.31
O -0.33 0.76 -1.92
N -1.20 1.77 -1.98
C -1.16 2.85 -2.91
F -0.17 2.91 -3.85
C -2.29 3.70 -2.61
F -2.51 4.81 -3.35
N -3.00 3.13 -1.53
P -4.46 3.82 -0.78
S -4.37 5.76 -0.98
C -2.32 1.93 -1.18
C -2.85 1.00 -0.03
C -2.95 -0.49 -0.63
N -1.79 -1.30 -0.18
N -3.12 -0.49 -2.11
N -4.15 -1.21 -0.09
H 3.21 -0.38 0.77
H 4.02 0.72 -0.40
H 2.75 1.36 0.79
H 1.27 -0.70 -0.39
H 1.79 -1.16 -2.35
H 0.67 1.99 -0.47
H 1.43 1.88 -2.14
H -4.46 3.45 0.61
H -5.64 3.30 -1.40
H -3.87 1.33 0.32
H -2.17 1.07 0.86
H -1.15 -1.51 -0.96
H -1.23 -0.81 0.52
H -3.82 -1.17 -2.41
H -2.24 -0.74 -2.58
H -4.96 -0.81 -0.59
H -4.05 -2.16 -0.49
C -3.44 -7.07 -3.94
C -3.67 -6.63 -2.50
C -4.08 -5.15 -2.36
O -3.02 -4.22 -2.53
C -2.68 -3.94 -3.88
N -2.47 -6.92 -1.72
H -2.49 -6.72 -4.34
H -3.44 -8.16 -4.01
H -4.23 -6.69 -4.60
H -4.49 -7.23 -2.11
H -4.44 -4.99 -1.34
H -4.92 -4.90 -3.03
H -3.56 -3.96 -4.54
H -1.93 -4.66 -4.24
H -2.23 -2.95 -3.93
H -2.66 -6.73 -0.73
H -1.76 -6.23 -1.97
C 0.94 6.26 -3.84
C 0.71 6.69 -2.40
C 0.29 8.16 -2.24
O 1.35 9.09 -2.40
C 1.69 9.38 -3.75
N 1.91 6.38 -1.61
H 1.90 6.61 -4.23
H 0.95 5.17 -3.92
H 0.15 6.64 -4.50
H -0.11 6.08 -2.01
H -0.07 8.31 -1.22
H -0.54 8.42 -2.91
H 0.82 9.38 -4.41
H 2.45 8.67 -4.10
H 2.14 10.38 -3.78
H 1.72 6.57 -0.63
H 2.62 7.08 -1.85
C -6.59 4.28 4.42
C -5.51 3.20 4.44
C -4.48 3.37 5.57
O -3.52 4.39 5.34
C -3.97 5.70 5.63
N -4.86 3.15 3.12
H -6.23 5.22 4.00
H -7.43 3.96 3.81
H -6.96 4.48 5.43
H -6.02 2.24 4.60
H -3.90 2.44 5.64
H -4.97 3.51 6.54
H -4.66 5.72 6.48
H -4.45 6.14 4.75
H -3.10 6.31 5.87
H -4.22 2.36 3.10
H -4.25 3.96 3.06
C 4.81 12.82 -4.22
C 6.10 13.06 -3.45
C 6.42 11.95 -2.43
O 5.64 11.99 -1.24
C 4.35 11.42 -1.37
N 6.03 14.38 -2.80
H 3.92 13.05 -3.64
H 4.77 13.47 -5.11
H 4.74 11.79 -4.56
H 6.91 13.08 -4.18
H 7.46 12.09 -2.10
H 6.37 10.96 -2.89
H 4.34 10.57 -2.06
H 3.64 12.18 -1.70
H 4.03 11.08 -0.39
H 6.93 14.58 -2.37
H 5.40 14.29 -2.01
C 7.03 -0.51 -2.04
C 6.80 -2.01 -2.23
C 7.01 -2.49 -3.68
O 5.94 -2.15 -4.57
C 5.97 -0.82 -5.05
N 5.47 -2.35 -1.73
H 6.20 0.09 -2.39
H 7.16 -0.28 -0.98
H 7.94 -0.18 -2.56
H 7.54 -2.53 -1.61
H 7.05 -3.58 -3.67
H 7.97 -2.14 -4.09
H 6.99 -0.46 -5.20
H 5.43 -0.16 -4.38
H 5.45 -0.81 -6.01
H 5.35 -3.36 -1.76
H 4.79 -2.01 -2.42
C 0.54 -9.93 1.90
C 0.90 -8.48 2.19
C -0.20 -7.72 2.95
O -1.32 -7.34 2.16
C -2.26 -8.38 1.94
N 1.24 -7.81 0.92
H -0.16 -10.04 1.07
H 1.44 -10.49 1.63
H 0.11 -10.41 2.78
H 1.79 -8.48 2.82
H 0.23 -6.78 3.31
H -0.53 -8.27 3.84
H -2.35 -9.05 2.80
H -1.99 -8.95 1.04
H -3.24 -7.92 1.75
H 1.58 -6.87 1.13
H 0.37 -7.65 0.42
C -2.13 -10.59 8.92
C -2.76 -11.04 7.61
C -1.75 -11.59 6.59
O -0.97 -10.60 5.93
C 0.13 -10.12 6.69
N -3.54 -9.93 7.05
H -1.63 -9.62 8.84
H -2.90 -10.49 9.69
H -1.40 -11.32 9.28
H -3.46 -11.85 7.85
H -2.31 -12.09 5.79
H -1.10 -12.36 7.04
H 0.58 -10.90 7.31
H -0.18 -9.27 7.31
H 0.89 -9.75 6.00
H -4.05 -10.26 6.23
H -2.87 -9.26 6.66
*
```

The HOMO energy is -0.3769 Ha. The frontier orbital gap is 0.2522 Eh.



(2)
7 unconnected molecules or ions with the total composition C25H50F5NO20P in a non-equilibrium geometry. Source: the OMol25 dataset; level of theory: the ωB97M-V functional and the def2-TZVPD basis.

Structure (ORCA input):
```
! RIJCOSX wB97M-V def2-TZVPD def2/J DEFGRID3
* xyz -1 1
C -4.22 6.82 5.24
C -4.06 7.46 3.86
C -5.29 7.20 2.97
N -5.05 6.58 1.68
C -4.26 5.35 1.75
C -4.48 4.35 0.64
O -3.52 3.37 0.90
P -3.39 3.20 2.67
C -2.05 1.81 2.29
F -1.11 2.34 1.45
F -2.58 0.72 1.64
C -1.25 1.29 3.49
F -1.03 2.25 4.42
F -0.01 0.85 3.10
F -1.86 0.22 4.08
O -4.43 4.61 2.89
H -3.61 7.35 5.97
H -5.25 6.89 5.56
H -3.95 5.77 5.21
H -3.15 7.11 3.39
H -3.93 8.53 4.02
H -6.05 6.65 3.50
H -5.74 8.17 2.75
H -4.60 7.21 1.04
H -3.21 5.64 1.60
H -5.49 3.97 0.83
H -4.46 4.76 -0.37
H -4.48 2.26 2.53
H -3.45 2.92 4.09
H -2.27 4.08 2.77
C 1.08 -1.79 2.39
O 1.49 -3.04 2.97
C 0.55 -3.97 3.00
O -0.57 -3.87 2.59
O 1.08 -5.07 3.56
C 0.17 -6.17 3.64
H 1.94 -1.13 2.43
H 0.78 -1.93 1.35
H 0.27 -1.35 2.96
H -0.16 -6.47 2.65
H -0.69 -5.91 4.26
H 0.72 -6.98 4.11
C 7.14 -5.67 -0.19
O 5.85 -6.23 0.08
C 4.89 -5.31 0.23
O 5.03 -4.12 0.16
O 3.75 -5.94 0.48
C 2.63 -5.06 0.66
H 7.82 -6.51 -0.30
H 7.12 -5.10 -1.12
H 7.47 -5.04 0.63
H 2.45 -4.49 -0.25
H 2.80 -4.40 1.50
H 1.77 -5.69 0.86
C 3.71 -0.32 -2.61
O 2.41 -0.83 -2.31
C 1.47 0.12 -2.17
O 1.65 1.30 -2.30
O 0.32 -0.48 -1.91
C -0.80 0.41 -1.76
H 4.37 -1.18 -2.70
H 3.70 0.23 -3.55
H 4.07 0.32 -1.80
H -0.97 0.96 -2.69
H -0.65 1.10 -0.93
H -1.67 -0.21 -1.55
C 1.35 -2.71 -8.34
O 0.48 -2.27 -7.30
C 0.77 -2.78 -6.10
O 1.66 -3.55 -5.87
O -0.10 -2.30 -5.23
C 0.08 -2.76 -3.88
H 1.01 -2.22 -9.25
H 2.38 -2.41 -8.14
H 1.29 -3.78 -8.47
H 1.06 -2.47 -3.51
H -0.03 -3.85 -3.84
H -0.69 -2.30 -3.28
C 7.33 2.48 0.56
O 7.79 1.24 1.08
C 6.86 0.28 1.08
O 5.74 0.40 0.70
O 7.41 -0.82 1.59
C 6.52 -1.95 1.62
H 8.17 3.17 0.61
H 7.02 2.38 -0.48
H 6.51 2.87 1.16
H 6.20 -2.22 0.62
H 5.65 -1.74 2.25
H 7.08 -2.77 2.06
C -4.94 1.31 -1.33
O -5.99 0.77 -2.16
C -5.55 0.01 -3.15
O -4.40 -0.27 -3.37
O -6.60 -0.40 -3.87
C -6.25 -1.24 -4.97
H -5.41 1.89 -0.55
H -4.36 0.51 -0.88
H -4.29 1.96 -1.92
H -5.76 -2.14 -4.63
H -5.61 -0.71 -5.67
H -7.18 -1.50 -5.46
*
```

The HOMO energy is -0.1827 Ha. As for the energy above the lowest of the compared OMol25 structures with the same formula, charge and spin: 0.0 kcal per mole. The frontier orbital gap is 0.2540 Eh.



(3)
A molecular structure, C21H32FINbO6 in a non-equilibrium geometry. Source: the OMol25 dataset; level of theory: the ωB97M-V functional and the def2-TZVPD basis.

Structure (ORCA input):
```
! RIJCOSX wB97M-V def2-TZVPD def2/J DEFGRID3
* xyz -1 1
C -5.60 -0.41 1.47
C -4.60 -0.36 0.61
C -3.51 0.07 -0.48
Nb -1.36 0.11 0.36
C -2.12 1.75 1.80
F -1.99 -1.38 1.71
C -0.64 -1.55 -1.00
C 0.67 -2.38 -0.63
C 1.69 -2.36 -1.92
C -0.71 1.79 -1.02
C -0.37 1.43 -2.54
C -1.63 1.15 -3.51
C -1.34 0.08 -4.70
C -2.08 -1.36 -4.44
O -3.25 -1.57 -5.28
C -3.87 -2.80 -4.76
C 0.60 0.20 1.60
C 0.47 -0.85 2.83
O 1.00 -2.02 2.83
I -0.63 -0.38 4.70
H -6.48 -0.52 2.21
H -3.74 1.07 -1.01
H -3.49 -0.76 -1.29
H -3.28 1.71 1.92
H -1.91 2.79 1.31
H -1.56 1.77 2.80
H -0.57 -1.29 -2.13
H -1.52 -2.33 -0.98
H 1.30 -2.08 0.27
H 0.40 -3.51 -0.50
H 2.70 -2.88 -1.69
H 1.21 -2.86 -2.84
H 1.88 -1.24 -2.18
H -1.49 2.67 -0.96
H 0.26 2.24 -0.55
H 0.44 0.60 -2.59
H 0.16 2.37 -2.99
H -1.92 2.15 -4.05
H -2.59 0.80 -2.98
H -1.81 0.48 -5.69
H -0.20 -0.08 -4.85
H -1.30 -2.22 -4.59
H -2.41 -1.44 -3.33
H -3.07 -3.53 -4.33
H -4.45 -3.39 -5.56
H -4.53 -2.48 -3.86
H 1.51 -0.01 0.92
H 0.62 1.25 2.09
C 4.32 2.16 3.02
C 5.12 2.83 3.85
C 5.51 2.24 5.17
O 6.26 2.87 5.91
C 4.98 0.93 5.53
C 4.18 0.26 4.69
C 3.80 0.83 3.37
O 3.09 0.19 2.62
O 3.68 -0.96 5.01
O 5.60 4.07 3.54
H 4.02 2.57 2.06
H 5.26 0.52 6.49
H 3.13 -1.23 4.25
H 6.15 4.33 4.31
*
```

The HOMO energy is -0.1867 Ha. The frontier orbital gap is 0.1996 Eh.



(4)
7 unconnected molecules or ions with the total composition C26H40Br2O18 in a non-equilibrium geometry. Source: the OMol25 dataset; level of theory: the ωB97M-V functional and the def2-TZVPD basis.

Structure (ORCA input):
```
! RIJCOSX wB97M-V def2-TZVPD def2/J DEFGRID3
* xyz 0 1
Br 9.71 15.63 -3.28
C 8.81 17.22 -2.61
C 7.38 16.96 -2.12
Br 6.11 18.46 -2.38
H 9.00 17.97 -3.37
H 9.40 17.51 -1.74
H 7.24 16.75 -1.07
H 7.00 16.04 -2.57
C 7.70 19.68 3.26
C 8.65 18.51 2.91
C 8.13 17.34 2.01
O 8.76 17.48 0.74
C 9.73 18.37 0.87
O 10.61 18.54 0.06
O 9.62 19.04 2.01
H 8.16 20.09 4.15
H 6.64 19.49 3.46
H 7.62 20.34 2.40
H 9.03 18.01 3.80
H 7.05 17.37 1.85
H 8.29 16.33 2.39
C 2.72 12.31 -4.21
C 2.38 13.60 -3.49
C 1.76 13.47 -2.13
O 2.65 14.16 -1.24
C 3.65 14.74 -1.96
O 4.45 15.47 -1.46
O 3.58 14.34 -3.23
H 3.29 11.56 -3.68
H 3.08 12.61 -5.20
H 1.85 11.78 -4.63
H 1.85 14.28 -4.16
H 1.61 12.44 -1.84
H 0.79 13.98 -2.13
C 12.88 17.74 -6.18
C 14.02 17.01 -5.48
C 13.51 15.98 -4.41
O 14.07 14.73 -4.81
C 14.69 14.84 -5.97
O 15.17 13.88 -6.53
O 14.76 16.09 -6.35
H 13.22 18.02 -7.18
H 12.62 18.67 -5.69
H 12.01 17.10 -6.33
H 14.88 17.60 -5.18
H 12.43 15.88 -4.49
H 13.81 16.27 -3.41
C 12.29 22.23 -1.99
C 12.18 20.72 -1.77
C 11.91 19.98 -3.10
O 12.61 18.74 -2.88
C 13.58 18.99 -1.94
O 14.52 18.26 -1.79
O 13.41 20.15 -1.38
H 12.67 22.82 -1.16
H 11.27 22.61 -2.07
H 12.93 22.41 -2.86
H 11.35 20.57 -1.07
H 12.47 20.37 -3.95
H 10.83 19.90 -3.20
C 5.12 19.86 -6.09
C 4.84 20.61 -4.80
C 4.50 22.09 -5.06
O 3.20 22.22 -4.50
C 2.80 21.04 -3.93
O 1.79 20.99 -3.32
O 3.66 20.05 -4.25
H 4.86 18.81 -5.99
H 6.13 20.01 -6.47
H 4.41 20.14 -6.88
H 5.70 20.47 -4.15
H 4.47 22.41 -6.11
H 5.32 22.69 -4.67
C 11.21 12.85 -5.27
C 11.73 11.76 -4.32
C 12.76 12.28 -3.32
O 12.38 11.70 -2.09
C 11.17 11.18 -2.18
O 10.52 10.66 -1.33
O 10.71 11.28 -3.48
H 10.56 12.43 -6.05
H 11.93 13.16 -6.04
H 10.76 13.64 -4.69
H 12.23 10.99 -4.92
H 12.78 13.37 -3.32
H 13.78 11.97 -3.53
*
```

The HOMO energy is -0.3768 Ha. Its structure (SMILES) is C[C@H]1COC(=O)O1.C[C@H]1COC(=O)O1.C[C@H]1COC(=O)O1.C[C@H]1COC(=O)O1.C[C@H]1COC(=O)O1.C[C@H]1COC(=O)O1.BrCCBr. As for the energy above the lowest of the compared OMol25 structures with the same formula, charge and spin: 0.0 kcal per mole. The frontier orbital gap is 0.3755 Eh.



(5)
9 unconnected molecules or ions with the total composition C4H29N2O9 in a non-equilibrium geometry. Source: the OMol25 dataset; level of theory: the ωB97M-V functional and the def2-TZVPD basis.

Structure (ORCA input):
```
! RIJCOSX wB97M-V def2-TZVPD def2/J DEFGRID3
* xyz 1 1
N 0.42 1.23 -0.17
C -0.54 0.02 0.00
C -0.48 -0.95 -1.17
C 0.90 -1.56 -1.17
O -0.82 -0.07 -2.35
C -1.97 0.68 0.21
N -2.05 2.08 0.72
H 1.19 1.36 0.54
H 0.90 1.11 -1.12
H -0.07 2.16 -0.24
H -0.51 -0.54 0.97
H -1.36 -1.63 -1.02
H 1.04 -2.07 -2.12
H 1.85 -0.98 -0.98
H 0.91 -2.31 -0.33
H -1.39 -0.67 -2.87
H -2.40 0.09 1.00
H -2.47 0.72 -0.76
H -2.40 2.75 0.04
H -1.23 2.45 1.20
H -1.04 -1.90 2.42
H -1.97 -0.97 3.31
O -1.30 -0.95 2.61
H 1.21 -2.73 2.18
H 0.35 -3.23 3.33
O 0.24 -2.91 2.43
H 3.02 3.36 1.70
H 3.40 2.11 0.83
O 2.74 2.48 1.41
H -0.45 2.35 -2.87
H 0.02 3.72 -2.15
O 0.25 2.81 -2.41
H 2.56 -1.34 1.59
H 3.17 -2.61 0.93
O 2.90 -2.25 1.77
H -4.16 -1.80 -1.60
H -3.88 -0.24 -1.62
O -3.50 -1.11 -1.50
H 1.24 0.67 3.18
H 0.25 -0.38 2.54
O 0.88 0.36 2.32
H 0.65 0.22 -3.05
H 1.79 -0.21 -4.06
O 1.61 0.24 -3.24
*
```

The HOMO energy is -0.4514 Ha. As for the energy above the lowest of the compared OMol25 structures with the same formula, charge and spin: 42.9 kcal per mole. The frontier orbital gap is 0.3598 Eh.